1.
This record from the OMol25 dataset describes C20H22O10P2SSbW as an isolated structure in a non-equilibrium geometry. The level of theory is the ωB97M-V functional and the def2-TZVPD basis.

As for the HOMO-LUMO gap: 5.04 eV. The spin multiplicity is 1. For the HOMO energy, the calculation gives -17.3046 eV. The charge is +3. The total energy is -2915.12576 a.u. The value obtained for the relative energy (zero: lowest compared OMol25 entry of this formula, charge and spin) is 51.2 kcal per mole.

Structure (XYZ):
```
57
Properties=species:S:1:pos:R:3:lowdin_charge:R:1
W 1.42333 -0.93684 1.72618 1.593
O 3.31951 -0.00209 5.47763 0.057
P 2.91904 -0.58309 4.13426 0.460
O 3.49603 -1.99036 3.87074 -0.056
O 1.42341 -0.67731 3.78506 -0.335
O 3.39529 0.59221 3.08525 -0.210
P 2.56464 1.38998 1.89418 0.350
O 3.22688 2.73630 1.68356 0.047
O 2.58763 0.45993 0.64044 -0.316
O 1.08728 1.20992 2.25654 -0.323
H 3.72046 -0.53077 6.19136 0.171
H 3.60428 3.28605 2.39363 0.169
C 2.47782 -1.95388 -1.18030 0.040
O 1.41605 -1.91577 -0.13752 -0.347
H 1.97513 -1.94105 -2.14269 0.108
H 3.05015 -2.86696 -1.04287 0.121
H 3.09459 -1.07638 -1.03614 0.091
H 0.87298 -2.71787 -0.18450 0.100
O 3.29421 -1.62646 1.64805 -0.192
C 3.07485 -2.65018 2.52403 -0.407
O 1.70749 -2.81170 2.42042 -0.201
H 3.69716 -3.54001 2.49246 0.194
S -0.72961 -1.38132 1.90149 0.574
Sb -0.86134 -0.03074 -0.16574 1.537
C 0.33468 1.42008 -1.13030 -0.354
C 0.50674 2.68078 -0.57315 -0.136
C 1.19214 3.61314 -1.33979 -0.024
C 1.69458 3.26831 -2.59124 -0.007
C 1.51393 1.99433 -3.10870 -0.018
C 0.83473 1.03070 -2.36751 -0.103
C -1.51515 -1.49864 -1.49265 -0.369
C -1.54913 -2.86100 -1.20549 -0.136
C -2.15119 -3.73147 -2.10192 -0.033
C -2.72166 -3.23876 -3.26859 -0.013
C -2.69659 -1.87722 -3.54490 -0.023
C -2.09442 -0.99631 -2.65821 -0.106
C -2.57923 1.03163 0.35831 -0.362
C -2.81099 2.27277 -0.23162 -0.105
C -3.99943 2.93576 0.04734 -0.032
C -4.93713 2.36684 0.89620 -0.015
C -4.70892 1.11566 1.45907 -0.032
C -3.53068 0.43969 1.18992 -0.126
H 0.08663 2.95722 0.38570 0.118
H 1.31876 4.62003 -0.96369 0.132
H 2.22769 4.00841 -3.17339 0.134
H 1.89488 1.74255 -4.08959 0.132
H 0.67183 0.04295 -2.77922 0.101
H -1.16500 -3.26843 -0.27222 0.083
H -2.18930 -4.78988 -1.88261 0.129
H -3.19992 -3.91896 -3.96043 0.132
H -3.15412 -1.49705 -4.44818 0.131
H -2.10025 0.06423 -2.88712 0.114
H -2.11828 2.72330 -0.93066 0.099
H -4.18872 3.89676 -0.41128 0.128
H -5.85632 2.89375 1.11409 0.131
H -5.44970 0.66294 2.10374 0.128
H -3.39769 -0.54571 1.62255 0.079
```

=====

2.
This record from the OMol25 dataset describes an isolated molecule of C6H7BrO3 in a non-equilibrium geometry. The level of theory is the ωB97M-V functional and the def2-TZVPD basis.

As for the HOMO-LUMO gap (spin up / spin down): 7.82 / 7.82 eV. The spin multiplicity is 1. For the HOMO energy (spin up / spin down), the calculation gives -8.4097 / -8.4087 eV. The total energy is -3032.46298 a.u. The value obtained for the relative energy (zero: lowest compared OMol25 entry of this formula, charge and spin) is 48.0 kcal per mole.

Structure (XYZ):
```
17
Properties=species:S:1:pos:R:3:lowdin_charge:R:1
C -0.46880 -0.57095 -1.77890 -0.299
C -0.93569 0.36071 1.25176 -0.502
C 1.17073 0.95827 -0.26331 -0.243
C 1.54654 0.52023 -1.64857 -0.156
C 0.27613 -0.00091 0.44620 -0.550
C -1.71133 -0.76216 1.91719 -0.068
O -1.44540 -1.18044 -1.99398 0.191
O -1.30878 1.53692 1.20702 0.041
O 0.45468 0.00940 -2.43547 0.070
Br 1.07827 -1.71950 0.88672 0.739
H 2.15523 1.04340 0.23631 0.126
H 0.79084 2.01925 -0.36094 0.148
H 2.10192 1.17893 -2.25889 0.125
H 2.03486 -0.47932 -1.51931 0.117
H -1.65909 -1.80427 1.40914 0.090
H -2.72691 -0.38034 1.93667 0.076
H -1.35320 -0.72921 2.96835 0.096
```

=====

3.
This record from the OMol25 dataset describes a 3-piece molecular cluster, C4H11N2S overall in a non-equilibrium geometry. The level of theory is the ωB97M-V functional and the def2-TZVPD basis.

As for the HOMO-LUMO gap: 5.62 eV. The spin multiplicity is 1. For the HOMO energy, the calculation gives -11.5225 eV. The charge is +1. The total energy is -666.22726 a.u. The value obtained for the relative energy (zero: lowest compared OMol25 entry of this formula, charge and spin) is 151.1 kcal per mole.

Structure (XYZ):
```
18
Properties=species:S:1:pos:R:3:lowdin_charge:R:1
C -2.74872 -0.67517 -0.32698 -0.230
C 1.88205 2.22660 -0.69901 0.060
C 0.89465 2.09527 -1.53239 -0.148
C -0.36891 -1.46436 -0.50083 -0.348
N 0.88848 -0.22610 2.41709 0.039
N 1.45176 0.83346 -1.34381 -0.072
S -1.44063 -0.48760 0.55213 1.108
H -2.84982 -1.47055 -1.04191 0.062
H -3.64807 -0.20989 0.02549 0.051
H 2.71769 2.50790 -0.08169 0.096
H 1.03939 -1.19342 2.41761 0.000
H 0.11232 2.55446 -2.11897 0.111
H -0.01139 -2.42167 0.04427 0.097
H -0.80910 -1.78549 -1.44029 0.049
H 0.61729 -0.91047 -0.73560 0.045
H 1.36243 0.21852 1.59930 0.041
H 1.79198 0.42883 -2.19296 0.069
H 1.07559 0.02223 3.29346 -0.033
```

=====

4.
This record from the OMol25 dataset describes an isolated molecule of C3H4N2O in a non-equilibrium geometry. The level of theory is the ωB97M-V functional and the def2-TZVPD basis.

As for the HOMO-LUMO gap (spin up / spin down): 8.38 / 8.38 eV. The spin multiplicity is 1. For the HOMO energy (spin up / spin down), the calculation gives -8.7975 / -8.7988 eV. The total energy is -301.30040 a.u. The structure (SMILES) is NC=C=CN=O. The value obtained for the relative energy (zero: lowest compared OMol25 entry of this formula, charge and spin) is 117.2 kcal per mole.

Structure (XYZ):
```
10
Properties=species:S:1:pos:R:3:lowdin_charge:R:1
N -0.96095 -1.71461 0.40521 0.050
C -0.89033 -0.33361 0.25757 -0.196
C -0.14121 0.41016 -0.51375 -0.025
C 0.71001 1.33347 -0.88129 -0.129
N 1.83248 1.60938 0.00540 -0.055
O 1.88541 0.88309 0.96985 -0.036
H -1.03739 -2.11711 1.33143 0.090
H -0.31133 -2.22308 -0.16861 0.084
H -1.78733 0.26396 0.40640 0.125
H 0.70065 1.88835 -1.81221 0.090
```

=====

5.
This record from the OMol25 dataset describes a 8-piece molecular cluster, C16H48O8 overall in a non-equilibrium geometry. The level of theory is the ωB97M-V functional and the def2-TZVPD basis.

As for the HOMO-LUMO gap: 9.46 eV. The spin multiplicity is 1. For the HOMO energy, the calculation gives -9.1995 eV. The total energy is -1239.76877 a.u. The structure (SMILES) is CCO.CCO.CCO.CCO.CCO.CCO.CCO.CCO. The value obtained for the relative energy (zero: lowest compared OMol25 entry of this formula, charge and spin) is 338.4 kcal per mole.

Structure (XYZ):
```
72
Properties=species:S:1:pos:R:3:lowdin_charge:R:1
C 1.96479 -4.23040 -0.33736 -0.125
C 3.33179 -3.66140 -0.00536 -0.288
O 3.52279 -4.14840 1.34764 -0.140
H 2.06179 -5.32940 -0.17236 0.089
H 1.76179 -4.05540 -1.44136 0.078
H 1.12879 -3.63440 0.13664 0.070
H 3.33179 -2.41940 0.20964 0.154
H 4.04579 -4.32540 -0.51736 0.110
H 3.08179 -3.61240 1.97664 0.010
C 3.12479 2.12460 -2.53936 -0.061
C 3.60079 1.49460 -1.21736 -0.220
O 5.05079 1.12360 -1.50036 -0.077
H 2.91479 1.04960 -3.14536 0.166
H 3.72079 2.75060 -2.94136 -0.013
H 2.37579 2.84960 -2.32036 0.051
H 3.04679 0.74360 -1.13136 -0.003
H 3.69879 2.29760 -0.39736 0.139
H 4.98879 0.23160 -1.25336 0.027
C -0.62521 2.67160 1.97364 -0.075
C 0.59079 3.46060 1.72464 -0.395
O 1.59079 3.38960 2.67664 -0.083
H -1.45521 2.51860 1.15064 0.116
H -1.02921 3.21760 2.67164 0.014
H -0.40421 1.60060 2.16764 0.079
H 0.45379 4.50560 1.51164 0.106
H 1.03379 3.09360 0.76464 0.103
H 2.41379 3.82360 2.23464 0.144
C 0.49179 -0.49440 -0.12236 -0.060
C -0.79221 -1.03140 0.38264 -0.308
O -0.74121 -1.32140 1.68064 0.035
H 0.68979 0.49160 0.05564 0.034
H 0.66579 -0.47140 -1.13136 0.042
H 1.45879 -1.03040 0.13564 0.092
H -1.05921 -1.93240 -0.14836 0.116
H -1.71821 -0.28640 0.17864 0.154
H -1.44021 -1.44040 2.03764 -0.085
C -4.64621 -1.52740 -3.64936 -0.023
C -4.10321 -0.34240 -2.75736 -0.311
O -2.78721 -0.42040 -2.36136 -0.101
H -4.33921 -2.38140 -3.26836 0.010
H -3.93821 -1.54240 -4.58636 0.120
H -5.54921 -1.53440 -4.00136 0.003
H -4.60121 -0.33540 -1.71636 0.115
H -4.32521 0.67060 -3.07736 0.099
H -2.38521 0.30760 -1.90936 0.015
C -3.51321 0.52660 3.18864 -0.021
C -4.42621 -0.46640 2.35764 -0.316
O -3.61021 -1.54640 2.10764 -0.130
H -3.24721 0.08760 4.16364 0.099
H -3.91921 1.29160 3.57164 -0.012
H -2.58721 0.70760 2.67264 0.045
H -4.93021 -0.25940 1.41564 0.096
H -5.34621 -0.65840 2.97464 0.112
H -4.11121 -2.25240 1.45864 0.194
C 3.57579 -0.82140 2.78864 -0.032
C 2.13979 -0.97940 3.08464 -0.196
O 1.66879 -2.18840 2.40564 -0.056
H 4.19679 -1.56540 3.08364 0.064
H 4.11779 -0.02140 3.40364 0.134
H 3.64979 -0.49740 2.00564 -0.080
H 1.57979 -0.07640 2.69564 0.138
H 1.99279 -1.11840 3.98764 0.031
H 0.81779 -1.99240 2.23964 -0.038
C -0.48821 1.42960 -3.63536 -0.072
C -0.91521 2.58560 -2.75636 -0.266
O -1.74621 2.09360 -1.66436 -0.086
H -0.37521 0.57060 -3.17936 -0.021
H 0.47079 1.71160 -4.39436 0.148
H -1.36421 1.19760 -4.36336 0.104
H -1.48721 3.32060 -3.32436 0.112
H -0.19521 3.24060 -2.50736 0.051
H -2.15021 2.77260 -1.14836 0.071
```

=====

6.
This record from the OMol25 dataset describes a 2-piece molecular cluster, C3H9S2 overall in a non-equilibrium geometry. The level of theory is the ωB97M-V functional and the def2-TZVPD basis.

As for the HOMO-LUMO gap: 5.43 eV. The spin multiplicity is 1. For the HOMO energy, the calculation gives -2.2481 eV. The charge is -1. The total energy is -916.05579 a.u. The value obtained for the relative energy (zero: lowest compared OMol25 entry of this formula, charge and spin) is 36.9 kcal per mole.

Structure (XYZ):
```
14
Properties=species:S:1:pos:R:3:lowdin_charge:R:1
C 1.71979 -0.01270 2.34365 -0.752
S 0.46091 -1.32785 2.34777 -0.047
H 2.45403 -0.15831 1.69739 -0.083
H 1.24628 0.98921 2.13237 -0.010
H 2.11699 0.11310 3.33225 -0.032
C -1.19638 -0.87129 -1.77836 -0.472
S -0.64765 0.74818 -2.27483 0.662
C -0.25086 1.82430 -0.83996 -0.439
H -1.54153 -1.34420 -2.70817 0.024
H -2.07619 -0.85899 -1.10131 0.040
H -0.43423 -1.27953 -1.14358 0.002
H -0.39006 1.29354 0.18948 0.057
H 0.86777 2.16478 -0.91012 0.050
H -0.89057 2.71318 -1.00734 0.000
```

=====

7.
This record from the OMol25 dataset describes a 3-piece molecular cluster, C6H16N overall in a non-equilibrium geometry. The level of theory is the ωB97M-V functional and the def2-TZVPD basis.

As for the HOMO-LUMO gap: 9.31 eV. The spin multiplicity is 1. For the HOMO energy, the calculation gives -13.4345 eV. The charge is +1. The total energy is -292.62017 a.u. The value obtained for the relative energy (zero: lowest compared OMol25 entry of this formula, charge and spin) is 65.3 kcal per mole.

Structure (XYZ):
```
23
Properties=species:S:1:pos:R:3:lowdin_charge:R:1
C 1.33096 1.96265 0.44252 -0.029
C 0.76424 1.30707 -0.77031 -0.145
C -0.51107 0.82252 -0.84737 -0.129
C 0.79641 -0.83859 -0.72935 0.208
C -1.44935 1.11943 0.28802 -0.208
C -2.87549 0.66745 -0.10071 -0.081
N 1.80991 -3.44598 1.00912 0.015
H 2.31417 2.38121 0.27956 0.098
H 1.26821 1.33739 1.33882 0.111
H 0.59200 2.71509 0.71669 0.096
H 1.41755 1.39714 -1.62740 0.143
H -0.95218 0.50285 -1.78497 0.143
H 0.25038 -1.04013 0.17862 0.065
H 1.83284 -0.59073 -0.53495 0.075
H 0.55083 -1.27149 -1.68920 0.089
H -1.49978 2.20272 0.39195 0.130
H -1.19818 0.58280 1.20355 0.129
H -3.02165 0.99137 -1.13863 0.079
H -3.71257 1.05636 0.46481 0.083
H -2.94045 -0.41923 -0.15223 0.082
H 2.40653 -3.94594 0.36400 0.017
H 1.95529 -3.76742 1.95566 0.018
H 0.87139 -3.72653 0.74177 0.012
```